Record 1
Computed, not measured: a molecular structure, C11H14N4O5S3SbV, with ωB97M-V with the def2-TZVPD basis set.

Atoms and positions in Å:
V  0.87013  -1.58979  1.16805
N  1.53023  2.01201  0.09685
C  2.47293  1.03881  -0.44555
C  3.26093  0.40931  0.71105
O  4.37833  0.87831  0.99005
N  2.65583  -0.57829  1.33965
C  3.41573  -1.17619  2.40415
C  2.48183  -1.97359  3.30955
O  2.77673  -2.19099  4.47995
O  1.42733  -2.39589  2.73355
H  2.04313  2.68361  0.66285
H  1.06603  2.51381  -0.65535
H  1.91703  0.26961  -0.99045
H  3.21153  1.49941  -1.12535
H  4.15333  -1.89069  1.99285
H  3.97943  -0.42569  2.97855
S  -1.67427  -2.73679  -2.60205
Sb  -0.54657  -3.83639  -0.91505
S  -1.19717  -2.73149  1.13945
S  1.58073  -2.57449  -0.64205
O  -2.57877  -0.06769  -4.59315
C  -3.49727  0.20791  -3.57755
N  -2.89157  0.20501  -2.27445
C  -2.72597  1.29611  -1.50505
O  -3.24587  2.38161  -1.74455
C  -1.90537  1.06981  -0.27615
C  -2.17857  1.82361  0.87445
C  -1.43187  1.57001  2.01885
C  -0.45367  0.60271  1.98825
N  -0.16667  -0.10519  0.88165
C  -0.87227  0.15301  -0.23045
H  -2.13157  -0.90059  -4.35685
H  -4.30567  -0.54179  -3.58815
H  -3.90917  1.20381  -3.76725
H  -2.46037  -0.69269  -2.03795
H  -2.96237  2.56461  0.84915
H  -1.62297  2.10811  2.93665
H  0.13163  0.35591  2.87175
H  -0.59487  -0.43879  -1.09985

Output
HOMO level (spin up / spin down)   -1.2 / -1.6 eV
DFT total energy   -3401.87855 Ha
LUMO energy (spin up / spin down)   0.1726 / 0.1724 Ha
Strongest force on any atom   4.723 eV/A
Relative energy (zero: lowest compared OMol25 entry of this formula, charge and spin)   1.717 eV
2S+1   3
Gap between HOMO and LUMO (spin up / spin down)   5.921 / 6.261 eV
Net charge   -2

Here are the natural (NBO) charges for atoms 1 to 2, given in e:
1. V 0.932
2. N -0.842

=====

Record 2
Computed, not measured: 2 unconnected molecules or ions with the total composition C7H18NO2, with ωB97M-V with the def2-TZVPD basis set.

Atoms and positions in Å:
C  -1.49880  -0.65117  -2.30685
C  -1.22143  1.74491  -2.97405
C  0.68024  -1.29222  0.66126
C  -0.99918  -0.65308  3.77533
C  2.79408  0.07709  2.40298
C  -1.05101  0.76808  -1.78733
C  0.61490  -0.99936  2.08200
N  0.30087  0.70636  -1.19666
O  -0.53113  -1.31862  2.56814
O  1.51481  -0.39908  2.81285
H  -0.53536  -1.30406  -2.61085
H  -1.96538  -1.12033  -1.42544
H  -2.24098  -0.47846  -3.07282
H  -2.18191  1.87346  -3.21617
H  -0.51283  1.30898  -3.72802
H  -0.87520  2.61874  -2.59802
H  -0.07292  -1.95052  0.23563
H  0.61138  -0.26132  -0.11805
H  1.54625  -1.56087  0.27251
H  -2.11332  -0.95020  3.62502
H  -0.88383  0.34430  3.81198
H  -0.44830  -1.14831  4.51534
H  3.28791  -0.69764  1.91789
H  3.43943  0.21742  3.17787
H  2.65793  0.89692  1.85676
H  -1.58621  0.98230  -0.91378
H  0.90916  0.47751  -1.97306
H  0.38025  1.61728  -0.79696

Output
HOMO level   -13.0 eV
DFT total energy   -482.37241 Ha
LUMO energy   -0.1023 Ha
Strongest force on any atom   5.736 eV/A
Relative energy (zero: lowest compared OMol25 entry of this formula, charge and spin)   3.384 eV
2S+1   1
Gap between HOMO and LUMO   10.198 eV
Net charge   +1

Here are the natural (NBO) charges for atoms 1 to 2, given in e:
1. C -0.622
2. C -0.595

=====

Record 3
Computed, not measured: a molecular structure, C4H3O2Zn, with ωB97M-V with the def2-TZVPD basis set.

Atoms and positions in Å:
H  -0.89346  -0.41353  -2.08113
O  2.06513  1.81707  0.42798
C  1.22422  0.99498  0.73169
C  0.60628  -0.01786  1.28254
C  -0.22077  -0.91264  0.55610
C  -0.82857  -1.33215  -0.40357
O  -1.39295  -1.15589  -1.57254
Zn  -3.05996  -1.74630  -2.08709
H  1.93628  2.73571  0.76365
H  0.56379  0.03061  2.38237

Output
HOMO level   -22.4 eV
DFT total energy   -2082.43530 Ha
LUMO energy   -0.6485 Ha
Strongest force on any atom   4.307 eV/A
Relative energy (zero: lowest compared OMol25 entry of this formula, charge and spin)   0.692 eV
2S+1   1
Gap between HOMO and LUMO   4.758 eV
Net charge   +3

Here are the natural (NBO) charges for atoms 1 to 2, given in e:
1. H 0.619
2. O -0.444

=====

Record 4
Computed, not measured: a molecular structure, C28H43N9O5OsS3, with ωB97M-V with the def2-TZVPD basis set.

Atoms and positions in Å:
Os  -2.02909  -0.12161  1.39722
C  -1.80041  1.86158  3.64170
N  -2.65499  1.58559  2.45376
C  -4.05374  1.50112  2.93246
C  -2.50008  2.73632  1.51426
C  -3.08834  2.38517  0.17477
N  -2.43731  1.16749  -0.38948
C  -1.25367  1.56400  -1.19366
C  -3.39643  0.59843  -1.36896
H  -2.11835  2.80117  4.09931
H  -0.76199  1.94415  3.33877
H  -1.91589  1.05547  4.36098
H  -4.35405  2.45438  3.37498
H  -4.12543  0.71189  3.67365
H  -4.71516  1.26111  2.10336
H  -1.43342  2.92925  1.41949
H  -2.96966  3.62716  1.93861
H  -2.99651  3.22208  -0.52282
H  -4.15106  2.16866  0.27929
H  -1.57164  2.19867  -2.02522
H  -0.78366  0.66542  -1.59237
H  -0.53427  2.09658  -0.58589
H  -3.58781  1.32832  -2.15973
H  -4.33805  0.36160  -0.88280
H  -2.97850  -0.29968  -1.81722
O  2.26073  1.12100  2.23228
S  1.30419  0.48304  1.39931
O  0.01870  1.17377  1.26330
O  1.17054  -0.95831  1.47615
O  1.96247  0.68909  -0.14182
C  5.68500  3.34806  -2.80449
C  5.82335  2.93908  -1.34455
C  5.79565  1.42975  -1.14414
N  4.39849  0.94132  -1.15317
C  3.90333  -0.20038  -1.54373
S  2.27066  -0.63648  -1.06110
N  4.48414  -1.12656  -2.31080
C  5.85158  -1.15837  -2.89054
O  6.61650  -1.94053  -2.42119
C  6.07570  -0.26968  -4.03968
C  5.02389  0.35929  -4.70438
C  5.28974  1.16263  -5.80006
C  6.59992  1.34650  -6.22123
C  7.65076  0.72052  -5.55827
C  7.39233  -0.09445  -4.47245
H  5.67650  4.43201  -2.90552
H  4.75798  2.96705  -3.23816
H  6.51461  2.95981  -3.39835
H  5.02832  3.39537  -0.74591
H  6.75876  3.31079  -0.92524
H  6.23550  1.14283  -0.18831
H  6.34970  0.94286  -1.93893
H  3.75932  1.48593  -0.58209
H  4.11211  -2.06424  -2.21083
H  4.00181  0.20737  -4.38242
H  4.47810  1.64318  -6.32895
H  6.80512  1.97684  -7.07627
H  8.66769  0.86365  -5.89648
H  8.19332  -0.60115  -3.95043
C  -5.93768  -1.47251  5.37469
C  -5.05292  -2.67715  5.05524
C  -3.69495  -2.26283  4.57468
N  -3.49006  -1.59331  3.50273
N  -2.15627  -1.28469  3.26641
C  -1.37723  -1.75373  4.22788
N  -0.06096  -1.55851  4.34963
S  -2.24395  -2.61141  5.45483
H  -6.92227  -1.80061  5.70315
H  -6.06374  -0.84072  4.49476
H  -5.50139  -0.86701  6.16962
H  -5.51318  -3.29677  4.28316
H  -4.94473  -3.30950  5.93670
H  0.46416  -1.27408  3.52889
H  0.43314  -2.02426  5.09042
N  -5.27047  -2.56850  0.12354
C  -4.80046  -1.58053  0.91472
N  -3.51295  -1.40116  0.75823
C  -3.09930  -2.34733  -0.17516
C  -1.82508  -2.59174  -0.68150
C  -1.70690  -3.59658  -1.61788
C  -2.82493  -4.34090  -2.03517
C  -4.08775  -4.10560  -1.53159
C  -4.20167  -3.08765  -0.58921
H  -6.22946  -2.87070  0.07873
H  -5.41624  -1.02454  1.60026
H  -0.96185  -2.01712  -0.34866
H  -0.73849  -3.82714  -2.04068
H  -2.68888  -5.12317  -2.76887
H  -4.94052  -4.68616  -1.85563

Output
HOMO level   -12.6 eV
DFT total energy   -3246.53375 Ha
LUMO energy   -0.1733 Ha
Strongest force on any atom   1.032 eV/A
Relative energy (zero: lowest compared OMol25 entry of this formula, charge and spin)   1.109 eV
2S+1   1
Gap between HOMO and LUMO   7.901 eV
Net charge   +2

Here are the Mulliken charges for atoms 1 to 2, given in e:
1. Os 2.343
2. C -0.942

=====

Record 5
Computed, not measured: a single C5H3FS molecule, with ωB97M-V with the def2-TZVPD basis set.

Atoms and positions in Å:
C  -0.71152  1.23604  -1.25194
C  -0.09491  0.25233  -0.67366
C  -0.51511  -0.01676  0.79844
C  0.66074  -0.83529  1.14788
C  1.44648  -1.85859  1.33897
H  -1.22489  2.29161  -0.78315
H  0.58062  -0.52570  -1.08050
H  2.23167  -2.37821  1.66251
F  -0.49077  1.36428  -2.59588
S  -1.88231  0.47028  1.43733

Output
Structure (SMILES)   C#CC(=S)/C=C/F
HOMO level   -9.2 eV
DFT total energy   -690.18807 Ha
LUMO energy   -0.0502 Ha
Strongest force on any atom   11.238 eV/A
Relative energy (zero: lowest compared OMol25 entry of this formula, charge and spin)   1.879 eV
2S+1   1
Gap between HOMO and LUMO   7.838 eV

Here are the natural (NBO) charges for atoms 1 to 2, given in e:
1. C 0.295
2. C -0.371

=====

Record 6
Computed, not measured: a molecular structure, C24H25BIrN9O3, with ωB97M-V with the def2-TZVPD basis set.

Atoms and positions in Å:
Ir  0.24713  -0.48392  -0.44970
C  1.77372  3.57347  0.47965
C  1.04200  2.72005  -0.32952
N  1.16276  1.45749  0.10195
N  1.97042  1.48377  1.18755
C  2.34891  2.74205  1.42953
B  2.42589  0.17923  1.86698
N  3.09577  -0.71230  0.79847
C  4.33991  -1.20661  0.77676
C  4.50223  -1.95401  -0.37746
C  3.27807  -1.85905  -1.02482
N  2.43152  -1.10597  -0.31358
N  1.19025  -0.57561  2.43793
C  0.94788  -0.94139  3.69532
C  -0.24171  -1.66426  3.73848
C  -0.68267  -1.68455  2.43107
N  0.18671  -1.02507  1.63801
H  1.88194  4.64000  0.39209
H  0.44957  2.94465  -1.20188
H  3.00215  2.96858  2.25633
H  3.18590  0.41447  2.75360
H  5.02706  -0.99473  1.57950
H  5.38178  -2.48319  -0.69892
H  2.96865  -2.31395  -1.95234
H  1.63032  -0.67163  4.48500
H  -0.71236  -2.09872  4.60281
H  -1.56325  -2.14439  2.01137
O  -5.07608  4.26221  3.39726
C  -4.45754  3.07613  3.49224
O  -4.43519  2.46509  4.51844
C  -3.76343  2.54978  2.26075
C  -3.22647  3.36991  1.27713
C  -2.51662  2.81987  0.21821
C  -2.35994  1.44274  0.15031
C  -2.90352  0.61410  1.12395
C  -3.60170  1.16951  2.17668
N  -1.58493  0.85096  -0.89032
C  -1.82153  1.12047  -2.11069
C  -0.93126  0.61480  -3.16140
C  -1.19159  0.84791  -4.49668
C  -0.28576  0.38089  -5.44429
C  0.84656  -0.28011  -5.01084
C  1.03470  -0.46931  -3.64626
N  0.16351  -0.04370  -2.74035
H  -5.15147  4.56337  2.48424
H  -3.31184  4.44757  1.34438
H  -2.05972  3.46365  -0.52311
H  -2.79859  -0.45946  1.03586
H  -4.02462  0.55073  2.95671
H  -2.66925  1.74213  -2.39584
H  -2.08309  1.38631  -4.79003
H  -0.46238  0.54354  -6.49872
H  1.58727  -0.64399  -5.70871
H  1.91936  -0.96457  -3.27201
C  0.15319  -4.85122  -1.79858
C  0.32934  -3.72763  -0.82967
N  0.94144  -3.97011  0.31574
O  -0.13916  -2.59389  -1.12241
H  0.75141  -5.72310  -1.54549
H  0.40336  -4.50346  -2.79892
H  -0.90073  -5.13382  -1.80569
H  1.29908  -4.88731  0.52673
H  1.05661  -3.23437  0.99714

Output
HOMO level (spin up / spin down)   -14.1 / -14.5 eV
DFT total energy   -1776.78692 Ha
LUMO energy (spin up / spin down)   -0.2444 / -0.3145 Ha
Strongest force on any atom   0.247 eV/A
Relative energy (zero: lowest compared OMol25 entry of this formula, charge and spin)   0.678 eV
2S+1   5
Gap between HOMO and LUMO (spin up / spin down)   7.432 / 5.918 eV
Net charge   +2

Here are the natural (NBO) charges for atoms 1 to 2, given in e:
1. Ir 1.721
2. C -0.319